Record 1
This record from OMol25 describes a cluster of 11 separate species, C11H44O11 in total. The level of theory is ωB97M-V with the def2-TZVPD basis set.

Structure (ORCA input):
```
! wB97M-V def2-TZVPD RIJCOSX def2/J DEFGRID3
* xyz 0 1
C 14.027 -33.174 26.665
O 13.424 -34.280 26.234
H 13.813 -32.247 26.132
H 13.659 -33.057 27.684
H 15.085 -33.391 26.816
H 13.964 -34.473 25.463
C 17.166 -38.134 23.533
O 17.565 -38.624 22.293
H 17.653 -37.170 23.680
H 16.155 -37.824 23.797
H 17.693 -38.765 24.248
H 18.439 -39.012 22.378
C 14.181 -32.865 20.592
O 14.050 -34.046 19.819
H 14.147 -32.002 19.928
H 13.399 -32.645 21.319
H 15.118 -32.809 21.146
H 14.853 -34.253 19.336
C 14.014 -38.354 26.260
O 14.168 -39.339 27.292
H 14.684 -37.536 26.529
H 14.425 -38.811 25.361
H 13.044 -37.875 26.131
H 13.650 -40.101 27.022
C 15.577 -30.528 23.839
O 16.721 -29.918 23.218
H 15.267 -31.415 23.286
H 15.818 -30.747 24.879
H 14.730 -29.846 23.909
H 16.777 -30.106 22.278
C 16.780 -31.410 27.653
O 16.334 -31.966 28.791
H 15.948 -30.879 27.191
H 17.699 -30.834 27.757
H 17.115 -32.185 26.964
H 16.576 -32.895 28.765
C 19.150 -32.739 23.670
O 19.266 -33.969 23.025
H 19.435 -31.958 22.965
H 18.119 -32.604 23.998
H 19.734 -32.743 24.590
H 18.744 -33.982 22.219
C 13.618 -37.335 22.146
O 12.796 -36.819 23.111
H 14.634 -36.945 22.209
H 13.768 -38.381 22.415
H 13.168 -37.146 21.172
H 13.362 -36.638 23.864
C 16.552 -35.662 28.348
O 17.335 -34.659 28.929
H 15.604 -35.416 27.871
H 17.206 -36.207 27.668
H 16.067 -36.284 29.100
H 18.240 -34.981 28.937
C 19.805 -35.542 25.908
O 18.652 -34.777 25.625
H 20.482 -35.610 25.057
H 20.280 -34.903 26.653
H 19.462 -36.528 26.223
H 18.847 -34.209 24.876
C 16.021 -34.598 24.278
O 14.668 -34.665 23.854
H 16.752 -34.708 23.477
H 16.251 -33.737 24.906
H 16.109 -35.439 24.967
H 14.643 -34.537 22.903
*
```

Summary:
- LUMO energy (eV) = -0.22
- electronic energy (a.u.) = -1272.837800
- HOMO energy (eV) = -9.6
- SMILES = CO.CO.CO.CO.CO.CO.CO.CO.CO.CO.CO
- strongest force on any atom (eV Å⁻¹) = 3.832

***

Record 2
This record from OMol25 describes a cluster of 2 separate species, C9H19NO3S in total. The level of theory is ωB97M-V with the def2-TZVPD basis set.

Structure (ORCA input):
```
! wB97M-V def2-TZVPD RIJCOSX def2/J DEFGRID3
* xyz 0 1
C -0.338 2.192 3.089
C -1.239 -0.826 0.565
C 1.223 -0.795 0.874
C 0.154 0.600 -1.896
C 1.762 -1.524 -1.851
C -0.526 -1.843 -2.352
C -1.294 3.130 0.822
C 0.055 -1.010 -0.078
C 0.353 -0.855 -1.524
N -0.917 -2.058 0.355
O -2.057 -0.076 0.970
O 1.224 2.583 0.903
O -0.783 -3.253 1.105
S -0.028 1.877 1.277
H 0.663 2.408 3.588
H -0.931 2.996 3.219
H 1.935 0.002 0.596
H 1.972 -1.705 1.084
H 0.773 -0.666 1.824
H -0.930 0.877 -1.718
H 0.535 0.772 -2.983
H 0.546 1.350 -1.146
H 1.891 -2.413 -1.230
H 2.579 -0.842 -1.481
H 1.840 -1.827 -2.878
H -1.600 -1.546 -2.270
H -0.114 -1.930 -3.371
H -0.433 -2.833 -1.909
H -0.807 4.044 0.891
H -1.686 2.715 -0.093
H -2.055 3.201 1.488
H -0.924 1.265 3.514
H -0.848 -4.011 0.614
*
```

Summary:
- LUMO energy (eV) = 0.42
- electronic energy (a.u.) = -1032.762194
- HOMO energy (eV) = -8.9
- strongest force on any atom (eV Å⁻¹) = 5.417

***

Q: Look up the strongest force on any atom of the second one.
A: 5.417 eV Å⁻¹

***

Copy entry 1 word for word.
This record from OMol25 describes a cluster of 11 separate species, C11H44O11 in total. The level of theory is ωB97M-V with the def2-TZVPD basis set.

Structure (ORCA input):
```
! wB97M-V def2-TZVPD RIJCOSX def2/J DEFGRID3
* xyz 0 1
C 14.027 -33.174 26.665
O 13.424 -34.280 26.234
H 13.813 -32.247 26.132
H 13.659 -33.057 27.684
H 15.085 -33.391 26.816
H 13.964 -34.473 25.463
C 17.166 -38.134 23.533
O 17.565 -38.624 22.293
H 17.653 -37.170 23.680
H 16.155 -37.824 23.797
H 17.693 -38.765 24.248
H 18.439 -39.012 22.378
C 14.181 -32.865 20.592
O 14.050 -34.046 19.819
H 14.147 -32.002 19.928
H 13.399 -32.645 21.319
H 15.118 -32.809 21.146
H 14.853 -34.253 19.336
C 14.014 -38.354 26.260
O 14.168 -39.339 27.292
H 14.684 -37.536 26.529
H 14.425 -38.811 25.361
H 13.044 -37.875 26.131
H 13.650 -40.101 27.022
C 15.577 -30.528 23.839
O 16.721 -29.918 23.218
H 15.267 -31.415 23.286
H 15.818 -30.747 24.879
H 14.730 -29.846 23.909
H 16.777 -30.106 22.278
C 16.780 -31.410 27.653
O 16.334 -31.966 28.791
H 15.948 -30.879 27.191
H 17.699 -30.834 27.757
H 17.115 -32.185 26.964
H 16.576 -32.895 28.765
C 19.150 -32.739 23.670
O 19.266 -33.969 23.025
H 19.435 -31.958 22.965
H 18.119 -32.604 23.998
H 19.734 -32.743 24.590
H 18.744 -33.982 22.219
C 13.618 -37.335 22.146
O 12.796 -36.819 23.111
H 14.634 -36.945 22.209
H 13.768 -38.381 22.415
H 13.168 -37.146 21.172
H 13.362 -36.638 23.864
C 16.552 -35.662 28.348
O 17.335 -34.659 28.929
H 15.604 -35.416 27.871
H 17.206 -36.207 27.668
H 16.067 -36.284 29.100
H 18.240 -34.981 28.937
C 19.805 -35.542 25.908
O 18.652 -34.777 25.625
H 20.482 -35.610 25.057
H 20.280 -34.903 26.653
H 19.462 -36.528 26.223
H 18.847 -34.209 24.876
C 16.021 -34.598 24.278
O 14.668 -34.665 23.854
H 16.752 -34.708 23.477
H 16.251 -33.737 24.906
H 16.109 -35.439 24.967
H 14.643 -34.537 22.903
*
```

Summary:
- LUMO energy (eV) = -0.22
- electronic energy (a.u.) = -1272.837800
- HOMO energy (eV) = -9.6
- SMILES = CO.CO.CO.CO.CO.CO.CO.CO.CO.CO.CO
- strongest force on any atom (eV Å⁻¹) = 3.832

***

Q: What is the LUMO energy in the first record?
A: -0.22 eV

***

Q: Number 2 is which compound?
A: C9H19NO3S